1.
3 unconnected molecules or ions with the total composition C15H24BF8NO12PS, computed with wB97M-V/def2-TZVPD.

The electronic energy comes out at -84551.7202 eV. The LUMO energy is 2.36 eV. As for the highest occupied orbital energy: -5.68 eV. The value obtained for the HOMO-LUMO gap is 0.2956 Ha. Its charge is -1.

Each line ends with the natural charge from an NBO analysis.
Positions of all 63 atoms, in Å:
1 C 3.719 -3.848 0.218  -0.593
2 C 2.588 -3.109 -0.525  -0.813
3 B 1.408 -2.714 0.443  1.187
4 O 1.687 -1.882 1.518  -0.936
5 N 0.050 -3.213 0.206  -0.784
6 C 0.022 -4.571 -0.270  0.396
7 F 0.017 -4.696 -1.657  -0.368
8 C -1.071 -5.455 0.308  -0.468
9 C -0.817 -5.768 1.791  -0.623
10 C -1.136 -2.354 0.107  -0.600
11 C -2.185 -2.747 -1.090  0.781
12 O -3.308 -3.033 -0.684  -0.735
13 O -1.699 -2.641 -2.182  -0.677
14 P -2.066 -2.202 1.732  2.351
15 O -2.824 -0.958 1.918  -1.092
16 O -2.944 -3.527 1.931  -0.995
17 O -0.947 -2.417 2.867  -0.991
18 S -0.596 -0.661 -0.293  2.407
19 O 0.247 -0.665 -1.443  -0.899
20 O -0.178 0.048 0.871  -0.903
21 F -1.967 -0.057 -0.723  -0.466
22 H 4.437 -4.287 -0.477  0.202
23 H 3.332 -4.661 0.837  0.183
24 H 4.268 -3.153 0.854  0.205
25 H 2.987 -2.158 -0.893  0.245
26 H 2.238 -3.679 -1.384  0.234
27 H 1.906 -2.388 2.305  0.500
28 H 0.979 -5.010 0.041  0.152
29 H -2.062 -5.050 0.113  0.260
30 H -1.001 -6.384 -0.261  0.213
31 H -1.694 -5.587 2.406  0.224
32 H -0.532 -6.813 1.920  0.205
33 H 0.026 -5.181 2.168  0.193
34 H -3.684 -3.284 2.504  0.510
35 H -0.949 -3.338 3.153  0.498
36 C 1.650 2.365 -1.648  -0.642
37 C 1.901 3.356 -0.537  -0.080
38 O 3.262 3.268 -0.039  -0.470
39 C 4.181 3.907 -0.727  0.696
40 O 4.047 4.567 -1.717  -0.555
41 C 5.553 3.738 -0.034  0.896
42 F 5.769 2.474 0.337  -0.307
43 F 5.604 4.510 1.063  -0.317
44 F 6.536 4.111 -0.849  -0.308
45 H 1.872 1.354 -1.311  0.241
46 H 0.603 2.402 -1.945  0.228
47 H 2.270 2.577 -2.520  0.211
48 H 1.275 3.135 0.322  0.211
49 H 1.706 4.378 -0.855  0.191
50 C -4.636 3.846 -1.359  -0.641
51 C -4.561 4.910 -0.287  -0.076
52 O -3.201 5.106 0.155  -0.471
53 C -2.443 5.889 -0.588  0.696
54 O -2.750 6.491 -1.575  -0.551
55 C -1.027 5.949 0.028  0.898
56 F -0.629 4.728 0.384  -0.305
57 F -1.032 6.730 1.118  -0.314
58 F -0.158 6.451 -0.842  -0.302
59 H -4.190 2.917 -1.006  0.236
60 H -5.677 3.658 -1.620  0.220
61 H -4.105 4.158 -2.258  0.221
62 H -5.100 4.604 0.607  0.198
63 H -4.969 5.862 -0.627  0.192

---

2.
8 unconnected molecules or ions with the total composition C15H24Cl12FNO, computed with wB97M-V/def2-TZVPD.

The electronic energy comes out at -172467.1011 eV. The LUMO energy is 0.10 eV. As for the highest occupied orbital energy: -9.33 eV. The value obtained for the HOMO-LUMO gap is 0.3464 Ha. Its charge is 0.

Each line ends with the natural charge from an NBO analysis.
Positions of all 54 atoms, in Å:
1 F -7.459 3.865 2.709  -0.336
2 C -6.702 2.975 3.475  0.393
3 C -6.600 3.109 4.829  -0.277
4 C -5.762 2.287 5.530  -0.201
5 C -5.052 1.303 4.838  -0.214
6 C -5.093 1.137 3.461  -0.204
7 C -5.963 1.992 2.811  -0.274
8 H -7.090 3.913 5.359  0.229
9 H -5.676 2.503 6.585  0.222
10 H -4.328 0.728 5.397  0.208
11 H -4.470 0.387 2.996  0.227
12 H -5.988 1.817 1.746  0.227
13 C 4.988 -3.415 -2.122  -0.414
14 N 4.820 -2.548 -0.984  -0.608
15 C 5.346 -1.392 -0.648  0.673
16 C 6.424 -0.728 -1.468  -0.717
17 O 4.870 -0.776 0.238  -0.632
18 H 4.601 -4.407 -1.892  0.215
19 H 6.035 -3.554 -2.391  0.204
20 H 4.528 -2.994 -3.016  0.189
21 H 3.968 -2.685 -0.459  0.396
22 H 6.051 -0.416 -2.444  0.232
23 H 7.211 -1.429 -1.745  0.213
24 H 6.838 0.037 -0.812  0.248
25 Cl -2.379 -4.720 -4.163  -0.025
26 C -1.486 -6.229 -4.348  -0.369
27 Cl 0.295 -5.809 -4.494  -0.058
28 H -1.628 -6.900 -3.501  0.227
29 H -1.877 -6.639 -5.279  0.226
30 Cl 4.395 -4.253 4.155  -0.062
31 C 4.147 -2.483 4.706  -0.321
32 Cl 3.897 -2.473 6.551  -0.067
33 H 5.040 -1.870 4.578  0.222
34 H 3.374 -1.971 4.134  0.227
35 Cl -0.337 -1.218 1.191  -0.017
36 C -0.491 -0.724 -0.469  -0.401
37 Cl -1.449 0.776 -0.433  -0.036
38 H 0.530 -0.543 -0.803  0.229
39 H -0.997 -1.487 -1.061  0.225
40 Cl 0.042 -1.180 -7.958  0.012
41 C -0.558 -0.257 -6.642  -0.409
42 Cl 0.778 -0.130 -5.463  -0.050
43 H -0.882 0.756 -6.883  0.224
44 H -1.380 -0.809 -6.186  0.223
45 Cl -0.739 5.880 -2.682  -0.053
46 C 0.058 4.413 -3.437  -0.376
47 Cl 1.438 3.826 -2.510  -0.013
48 H -0.694 3.638 -3.586  0.222
49 H 0.500 4.709 -4.389  0.220
50 Cl 0.371 5.427 2.527  -0.048
51 C -1.025 4.659 3.426  -0.374
52 Cl -2.247 5.811 3.993  -0.023
53 H -1.525 3.982 2.734  0.223
54 H -0.672 4.109 4.298  0.222

---

> Which value of electronic energy does entry 2 give?

-172467.1011 eV

---

> The lowest charge belongs to which entry?

C15H24BF8NO12PS

---

> Among the records above, which one has the highest electronic energy?

C15H24BF8NO12PS